1.
{
  "formula": "C2H5O",
  "method": "ωB97M-V/def2-TZVPD",
  "species": ["H", "C", "C", "H", "H", "H", "H", "O"],
  "coordinates": [[-2.6831, -0.3199, -1.4500], [1.2278, -0.4844, 0.1858], [0.4035, 0.4642, 0.5858], [2.2793, -0.5140, 0.4508], [-0.6287, 0.6092, 0.2663], [0.8554, -1.2781, -0.4504], [0.8248, 1.2595, 1.2074], [-2.2790, 0.2636, -0.7956]],
  "atomic_forces_ev_per_a": [[0.042, 0.086, 0.084], [-0.180, -0.488, -0.281], [0.395, 1.201, 0.391], [-0.008, 0.013, 0.136], [-0.216, -0.666, -0.256], [0.039, -0.057, -0.108], [-0.022, -0.072, 0.059], [-0.050, -0.018, -0.025]],
  "e_lumo_ev": 4.5,
  "homo_ev": -2.27,
  "e_above_lowest_kcal_mol": 17.6,
  "fmax_ha_per_bohr": 0.026,
  "total_charge": -1,
  "homo_lumo_gap_ev": 6.80
}



2.
{
  "formula": "C2H5O2",
  "method": "ωB97M-V/def2-TZVPD",
  "species": ["C", "O", "C", "H", "H", "H", "H", "O", "H"],
  "coordinates": [[0.5638, -0.0162, 0.3747], [-2.1965, -1.0143, -0.1918], [0.2260, 0.8534, -0.5623], [2.4582, 0.1714, 0.1578], [-0.1986, -0.6047, 0.8809], [0.8495, 1.4599, -1.1962], [-0.8483, 0.9256, -0.6941], [1.8714, -0.2531, 0.7959], [-2.7255, -1.5220, 0.4351]],
  "atomic_forces_ev_per_a": [[0.744, 0.351, 0.070], [0.032, -0.007, 0.211], [-1.049, -0.091, 0.156], [-0.106, 0.022, 0.130], [0.052, 0.033, -0.144], [0.566, 0.069, 0.102], [0.000, -0.182, -0.252], [-0.165, -0.217, -0.208], [-0.073, 0.022, -0.066]],
  "e_lumo_ev": 3.8,
  "homo_ev": -2.27,
  "e_above_lowest_kcal_mol": 59.9,
  "fmax_ha_per_bohr": 0.021,
  "total_charge": -1,
  "homo_lumo_gap_ev": 6.08
}



3.
{
  "formula": "C2H5O2S",
  "method": "ωB97M-V/def2-TZVPD",
  "species": ["H", "S", "O", "H", "C", "O", "H", "C", "H", "H"],
  "coordinates": [[-2.7551, -1.3530, 1.2032], [1.7063, -0.7593, 0.0291], [-1.2967, 0.0560, 1.3522], [0.8780, 1.5281, 0.0412], [-1.9714, -0.7494, 0.6715], [-1.8836, -1.0004, -0.5559], [2.4703, 1.3693, -0.7700], [1.4909, 0.9164, -0.6183], [0.9795, 0.8916, -1.5824], [0.3817, -0.8994, 0.2297]],
  "atomic_forces_ev_per_a": [[-0.014, 0.117, 0.219], [-0.047, 0.186, -0.043], [-0.199, -0.206, 0.009], [0.125, -0.141, 0.202], [0.085, 0.035, -0.574], [0.068, 0.066, 0.359], [0.028, 0.012, 0.120], [-0.109, 0.183, -0.416], [0.057, -0.113, 0.047], [0.006, -0.139, 0.077]],
  "e_lumo_ev": 3.6,
  "homo_ev": -4.27,
  "e_above_lowest_kcal_mol": 10.7,
  "fmax_ha_per_bohr": 0.011,
  "total_charge": -1,
  "homo_lumo_gap_ev": 7.88
}



4.
{
  "formula": "C2H5O2S",
  "method": "ωB97M-V/def2-TZVPD",
  "species": ["C", "H", "O", "S", "H", "O", "C", "H", "H", "H"],
  "coordinates": [[0.8657, -1.3827, 0.4845], [0.5352, -2.0610, -0.3177], [-0.9180, 0.7807, -1.1270], [2.0887, 0.0045, 0.6088], [0.0722, -0.7060, 0.6368], [-2.8893, 0.1684, -0.5455], [-1.8482, 0.7737, -0.2892], [1.5667, 0.8157, -0.3194], [-1.7816, 1.2708, 0.6839], [0.8868, -1.9160, 1.4293]],
  "atomic_forces_ev_per_a": [[-0.651, 0.742, 0.892], [1.335, 0.522, -0.291], [-1.191, -0.398, 0.029], [0.789, -1.012, -0.559], [-1.728, 0.002, 0.084], [-0.719, -0.929, -1.247], [1.612, 1.229, 1.023], [-0.165, -0.142, -0.053], [0.235, 0.205, 0.132], [0.485, -0.220, -0.008]],
  "e_lumo_ev": [0.8, -4.0],
  "homo_ev": [-9.04, -9.04],
  "e_above_lowest_kcal_mol": 47.6,
  "fmax_ha_per_bohr": 0.044,
  "homo_lumo_gap_ev": [9.86, 5.04],
  "spin_multiplicity": 2
}



5.
{
  "formula": "C2H5O2S2",
  "method": "ωB97M-V/def2-TZVPD",
  "species": ["H", "H", "H", "S", "O", "C", "O", "H", "S", "H", "C"],
  "coordinates": [[-2.7927, 0.2832, -0.6622], [0.7105, -0.1861, 1.1675], [0.0259, 1.2083, 0.4208], [2.4127, 0.8934, -0.1849], [-2.3317, 0.7001, 1.2169], [0.7075, 0.3782, 0.2409], [-3.1819, -1.2983, 0.4804], [3.5514, -0.6898, -1.8743], [3.3135, -0.9730, -0.5777], [0.3685, -0.1887, -0.6177], [-2.7837, -0.1272, 0.3905]],
  "atomic_forces_ev_per_a": [[-0.112, 0.035, -0.227], [-0.003, -0.280, -0.140], [0.228, 0.295, -0.219], [-0.027, -0.260, 0.363], [-0.072, -0.423, 0.347], [0.368, -0.148, -0.192], [-0.027, -0.099, 0.542], [-0.094, -0.263, 0.138], [-0.216, 0.849, -0.127], [-0.376, -0.220, 0.212], [0.330, 0.514, -0.696]],
  "e_lumo_ev": 2.6,
  "homo_ev": -3.93,
  "e_above_lowest_kcal_mol": 17.8,
  "fmax_ha_per_bohr": 0.018,
  "total_charge": -1,
  "homo_lumo_gap_ev": 6.56
}



6.
{
  "formula": "C2H5O2S2",
  "method": "ωB97M-V/def2-TZVPD",
  "species": ["H", "H", "H", "H", "H", "O", "S", "C", "S", "C", "O"],
  "coordinates": [[0.6862, 0.8556, -0.8050], [-1.2971, -1.5797, 1.2869], [1.6165, 2.2022, 2.5212], [-0.4995, -2.6745, 0.1345], [0.3154, -1.1840, 0.7195], [1.3016, 0.2106, 2.5353], [0.3026, 0.0916, -1.8863], [-0.6309, -1.6309, 0.4272], [-1.3694, -0.7071, -0.9309], [1.2367, 1.3078, 1.9588], [0.8051, 1.5755, 0.8075]],
  "atomic_forces_ev_per_a": [[-0.098, -0.009, 0.091], [-0.059, 0.076, -0.023], [-0.017, -0.032, 0.093], [0.098, 0.023, 0.064], [-0.029, 0.127, 0.089], [0.019, 0.022, 0.010], [-0.261, -0.245, 0.181], [0.096, -0.428, -0.057], [0.179, 0.411, -0.245], [0.019, -0.058, -0.152], [0.054, 0.114, -0.052]],
  "e_lumo_ev": 3.4,
  "homo_ev": -4.54,
  "e_above_lowest_kcal_mol": 6.5,
  "fmax_ha_per_bohr": 0.010,
  "total_charge": -1,
  "homo_lumo_gap_ev": 7.96
}



7.
{
  "formula": "C2H5O2Si",
  "method": "ωB97M-V/def2-TZVPD",
  "species": ["H", "O", "C", "H", "C", "H", "H", "Si", "H", "O"],
  "coordinates": [[-0.5818, 2.0574, -1.0236], [1.2316, -2.9359, 0.8171], [-0.3988, -0.4880, 0.1880], [2.3541, -0.9228, 0.0455], [0.9690, -3.3612, -0.3648], [-1.2275, -1.0127, 0.6108], [-0.0952, 0.1045, 1.0555], [1.0442, -1.5261, -0.2668], [-0.8408, 0.2784, -0.5348], [1.0204, -4.3619, -0.9829]],
  "atomic_forces_ev_per_a": [[-0.045, 0.056, -0.162], [-0.176, -0.676, 1.996], [-0.301, 1.017, -0.126], [0.055, 0.207, -0.693], [0.756, 1.820, -2.164], [-0.664, -1.168, -0.023], [0.374, 0.388, -0.240], [-0.756, 0.907, 1.009], [1.067, -0.418, 0.479], [-0.310, -2.135, -0.075]],
  "e_lumo_ev": 3.3,
  "homo_ev": -1.47,
  "e_above_lowest_kcal_mol": 74.7,
  "fmax_ha_per_bohr": 0.057,
  "total_charge": -1,
  "homo_lumo_gap_ev": 4.74
}



8.
{
  "formula": "C2H5O3",
  "method": "ωB97M-V/def2-TZVPD",
  "species": ["O", "H", "C", "H", "H", "O", "H", "C", "H", "O"],
  "coordinates": [[0.4595, 1.2283, 1.3606], [2.3623, 1.9990, 0.9995], [-0.8981, -1.3248, -1.0110], [1.1942, 2.0813, -0.3550], [0.0371, 0.6921, 0.6401], [-0.7946, -0.1923, -0.4611], [1.0253, 3.1670, 1.0651], [1.3136, 2.1635, 0.7281], [-1.5465, -1.3110, -1.9318], [-0.3798, -2.4052, -0.6982]],
  "atomic_forces_ev_per_a": [[0.396, 0.310, -0.207], [0.054, -0.035, -0.059], [0.252, 0.222, 0.067], [0.199, 0.227, -0.061], [-0.105, -0.387, 0.351], [-0.112, -0.064, -0.260], [0.171, 0.127, -0.211], [-0.704, -0.363, 0.376], [-0.018, -0.127, 0.069], [-0.132, 0.090, -0.065]],
  "e_lumo_ev": 4.2,
  "homo_ev": -4.44,
  "e_above_lowest_kcal_mol": 19.3,
  "fmax_ha_per_bohr": 0.017,
  "total_charge": -1,
  "homo_lumo_gap_ev": 8.63
}